No. 1
DFT (ωB97M-V/def2-TZVPD) results for a cluster of 2 separate species, C36H39Cl4IN3O6S in total in a non-equilibrium geometry.

```
! RIJCOSX wB97M-V def2-TZVPD def2/J DEFGRID3
* xyz 1 1
I -2.153 -1.104 -4.489
Cl -5.008 1.942 5.455
Cl 2.014 1.460 -6.124
Cl -1.508 5.956 -0.912
Cl -6.078 -0.989 4.579
S -3.848 -2.031 1.904
O 2.761 -3.530 -2.559
O 3.316 -0.937 -4.350
O 2.386 -1.767 -0.999
O 2.302 3.247 -4.138
O -2.239 0.723 -2.141
O 3.197 0.797 -2.723
N 1.353 1.217 -1.027
N 0.298 -0.825 -0.893
N -0.470 1.031 0.674
C -0.836 -5.831 -0.420
C -0.970 -1.381 -1.449
C 1.395 -4.226 -0.656
C -3.015 0.570 1.029
C 2.518 1.677 -0.163
C 0.275 0.512 -0.290
C -8.969 2.291 5.702
C -7.152 0.294 5.012
C 6.478 -1.056 -3.683
C 5.237 -0.777 -2.779
C 0.965 -5.793 1.533
C -8.521 0.039 4.973
C 2.257 -3.138 -1.481
C 0.048 -4.821 -1.186
C -6.692 1.553 5.394
C -1.773 -0.399 -2.428
C 5.479 -0.937 -1.231
C 1.803 2.136 -4.415
C 8.103 -1.590 -1.554
C 7.876 -1.461 -3.090
C -3.944 -0.161 2.160
C -0.462 3.563 0.012
C 3.020 3.161 -0.588
C -0.395 -6.331 0.985
C -1.504 0.162 1.372
C -0.383 2.449 1.171
C 1.476 -1.000 -1.828
C 1.859 -4.766 0.750
C -7.603 2.548 5.741
C -9.429 1.036 5.316
C 6.878 -1.340 -0.638
C 0.947 1.227 -3.416
C 1.864 0.495 -2.264
C 4.538 3.214 -1.121
C 3.813 -0.319 -3.375
C -1.760 4.512 0.222
H -7.252 3.530 6.042
H -1.291 2.639 1.864
H -1.812 -6.173 -0.924
H 3.380 0.903 -0.161
H 0.461 0.359 -4.004
H -3.396 0.142 0.026
H -10.494 0.834 5.282
H 0.537 2.626 1.850
H 6.417 -0.965 -4.821
H -5.026 0.192 2.139
H 5.025 2.184 -1.209
H 1.270 -6.181 2.574
H -0.355 3.164 -1.050
H -2.538 -2.456 2.123
H 2.211 1.768 0.949
H 2.968 3.852 0.341
H -1.079 -7.052 1.541
H 9.094 -1.876 -1.061
H 5.141 3.899 -0.411
H -8.887 -0.937 4.674
H -1.699 -1.771 -0.654
H -1.246 -0.933 1.195
H -9.675 3.068 5.973
H 2.858 -4.382 1.166
H 7.003 -1.418 0.492
H -1.350 0.374 2.498
H 0.445 4.263 0.177
H -3.412 0.028 3.159
H 2.266 3.624 -1.334
H 0.098 1.771 -2.885
H -0.322 -4.443 -2.210
H -3.134 1.713 1.081
H 1.192 -1.483 -2.840
H 4.654 -0.769 -0.465
H 8.775 -1.677 -3.760
H -1.719 4.939 1.293
H -0.673 -2.299 -2.083
H -2.734 3.951 0.030
H 4.553 3.692 -2.170
*
```

Properties
Lowest unoccupied orbital energy   -3.303 eV
E_HOMO   -11.0840 eV
Max |F|   5.56 eV/A
Kohn-Sham gap   7.781 eV

---

No. 2
DFT (ωB97M-V/def2-TZVPD) results for a structure of composition C36H39ClCsN7O3S2Te.

```
! RIJCOSX wB97M-V def2-TZVPD def2/J DEFGRID3
* xyz -2 1
Cs 0.772 0.343 1.043
Te -2.239 -1.506 1.374
Cl 5.319 -4.046 -0.126
S -0.841 0.112 4.319
S 0.101 5.518 0.464
O 2.832 2.100 0.287
O 2.220 -2.907 -0.121
O -0.929 0.630 5.698
N 0.128 -0.044 -2.077
N -1.319 3.436 -0.439
N -0.571 1.099 -3.855
N -1.865 -0.788 3.776
N 4.626 3.377 -0.220
N 2.737 -1.666 1.848
N 3.472 3.671 1.795
C -3.617 -1.791 -2.847
C 2.308 3.425 2.627
C -6.394 -2.589 2.215
C 3.588 3.009 0.605
C -0.418 -2.964 -4.283
C 4.355 -3.888 2.398
C -0.117 1.133 -2.566
C -2.378 2.914 -1.043
C -0.156 -0.929 -3.099
C -6.323 -3.360 3.365
C 3.565 -3.311 3.418
C -3.937 -3.055 3.404
C -3.198 -3.588 -0.793
C 3.293 -2.365 0.730
C -0.882 -2.256 -5.400
C -3.486 3.623 -1.464
C -0.049 -2.317 -3.121
C -2.977 -2.234 -0.553
C -1.290 4.766 -0.212
C 5.563 4.839 1.489
C 5.509 4.495 0.015
C 1.426 -3.885 0.510
C -4.002 -2.290 2.246
C 4.266 -3.413 1.140
C -0.610 -0.229 -4.226
C 4.140 4.935 2.007
C -0.985 -0.878 -5.397
C 2.825 -2.194 3.054
C 4.718 2.768 -1.521
C -5.090 -3.588 3.957
C -3.837 -3.140 -3.064
C -5.241 -2.055 1.660
C -3.191 -1.349 -1.602
C -3.487 4.996 -1.207
C -3.626 -4.040 -2.029
C -2.408 5.558 -0.583
H 6.505 4.229 -0.358
H 3.596 5.750 1.507
H 2.281 -1.654 3.829
H 4.580 3.519 -2.307
H -7.353 -2.393 1.748
H 6.087 4.050 2.034
H -0.859 1.897 -4.393
H 1.944 2.423 2.436
H 0.376 -3.572 0.509
H 1.726 -4.049 1.544
H -2.980 -3.209 3.883
H 5.698 2.299 -1.655
H 4.124 5.146 3.079
H 5.170 5.369 -0.563
H -3.764 -1.081 -3.651
H -5.303 -1.460 0.758
H -2.349 1.836 -1.176
H -0.005 2.060 -2.027
H -3.788 -5.099 -2.191
H -5.023 -4.183 4.862
H -3.026 -0.290 -1.445
H -4.333 5.614 -1.495
H -0.359 -4.043 -4.332
H -4.316 3.122 -1.941
H -1.169 -2.803 -6.289
H 3.744 -1.658 0.019
H 0.315 -2.845 -2.252
H 1.504 4.130 2.402
H -3.040 -4.302 0.008
H 1.512 -4.836 -0.030
H 2.600 3.494 3.676
H -2.370 6.618 -0.370
H 5.052 -4.688 2.618
H 3.946 2.010 -1.610
H 6.101 5.778 1.638
H -7.225 -3.774 3.802
H -1.345 -0.337 -6.263
H -4.156 -3.492 -4.038
H 3.607 -3.657 4.441
*
```

Properties
Lowest unoccupied orbital energy   3.600 eV
Energy above the lowest of the compared OMol25 structures with the same formula, charge and spin   94.5 kJ/mol
E_HOMO   -1.5822 eV
Max |F|   0.82 eV/A
Kohn-Sham gap   5.182 eV

---

No. 3
DFT (ωB97M-V/def2-TZVPD) results for a structure of composition C36H39ClFeNO3P3S5 in a non-equilibrium geometry.

```
! RIJCOSX wB97M-V def2-TZVPD def2/J DEFGRID3
* xyz -1 6
Fe -0.103 0.247 0.222
Cl -6.799 -5.063 1.538
S 4.669 -0.226 2.322
S 2.553 -0.260 0.253
S 5.775 0.012 5.079
S 2.867 0.318 4.517
S 0.458 0.435 2.822
P -0.226 -0.196 -2.194
P -0.002 3.666 -0.076
P -2.507 0.237 0.247
O -1.172 -4.721 -0.057
O -0.394 -2.574 2.509
O -0.401 -1.984 0.317
N -0.074 2.132 -0.098
C 4.508 0.034 4.034
C 0.447 0.620 -3.700
C -2.813 -4.760 1.729
C -0.945 4.440 -1.438
C -0.100 -1.952 -2.714
C 2.977 -0.068 1.873
C -2.929 -0.425 -1.434
C -4.752 -5.041 -0.231
C -0.906 6.489 2.772
C -2.444 -4.801 0.390
C -1.489 5.720 3.772
C -3.409 1.832 0.198
C -0.609 4.514 1.428
C -0.175 -4.276 0.856
C -2.614 4.920 -3.626
C -3.004 5.300 -2.351
C -3.423 -4.962 -0.604
C -1.631 4.351 3.599
C -1.370 4.326 -3.815
C -5.113 -4.984 1.109
C 4.379 4.987 -0.518
C 3.409 5.698 -1.210
C 1.699 4.296 -0.261
C 2.676 3.586 0.435
C 4.011 3.934 0.312
C 2.070 5.359 -1.080
C -4.152 -4.858 2.089
C -2.180 5.060 -1.262
C -2.021 0.141 -2.524
C -3.007 -5.034 -2.046
C -0.467 5.890 1.603
C -0.357 -2.793 1.299
C -0.549 4.083 -2.730
C 2.111 0.215 2.929
C -3.689 -0.756 1.232
C -1.191 3.750 2.428
H -3.450 -1.809 1.108
H -2.072 -4.627 2.506
H -0.507 -2.578 -1.920
H -4.437 -4.811 3.131
H 4.768 3.382 0.854
H 0.765 -4.351 0.311
H -3.979 -0.200 -1.648
H -3.968 5.772 -2.203
H -2.125 1.230 -2.575
H 0.958 -2.196 -2.826
H -2.817 -1.512 -1.376
H -0.130 -4.919 1.737
H 1.529 0.484 -3.738
H -3.383 2.283 1.192
H -3.875 -5.168 -2.690
H -4.447 1.688 -0.111
H -1.277 2.683 2.283
H -2.287 -0.274 -3.502
H 3.697 6.519 -1.856
H -3.277 5.075 -4.468
H -4.720 -0.574 0.921
H 1.309 5.910 -1.621
H 5.424 5.248 -0.633
H -2.906 2.507 -0.490
H -5.519 -5.137 -0.989
H 0.413 3.599 -2.856
H -3.575 -0.501 2.287
H -0.785 7.557 2.910
H -1.056 4.040 -4.812
H -2.076 3.750 4.383
H -0.006 6.483 0.819
H 0.232 1.687 -3.659
H -2.315 -5.864 -2.200
H -1.826 6.191 4.686
H -2.483 -4.122 -2.338
H 2.371 2.742 1.043
H -0.002 0.194 -4.599
H -2.493 5.348 -0.265
H -0.619 -2.135 -3.658
*
```

Properties
Lowest unoccupied orbital energy (alpha / beta)   2.342 / 1.251 eV
Energy above the lowest of the compared OMol25 structures with the same formula, charge and spin   18.2 kJ/mol
E_HOMO (alpha / beta)   -4.2648 / -5.2297 eV
⟨S²⟩   8.80
Max |F|   1.55 eV/A
Kohn-Sham gap (alpha / beta)   6.607 / 6.481 eV

---

No. 4
DFT (ωB97M-V/def2-TZVPD) results for a structure of composition C36H39ClN4O2PReS2 in a non-equilibrium geometry.

```
! RIJCOSX wB97M-V def2-TZVPD def2/J DEFGRID3
* xyz 3 4
Re -0.443 -0.355 -0.411
Cl 0.237 1.866 -0.970
S -2.642 1.845 0.800
S 2.626 -1.919 2.639
P -1.286 -0.271 -2.766
O 3.848 -2.333 2.035
O 2.383 -0.541 2.980
N -0.314 0.034 1.774
N 1.350 -2.117 1.530
N 0.487 -2.316 -0.585
N -2.148 -1.397 0.361
C 1.463 -2.420 5.039
C -4.447 -2.820 -2.706
C -0.220 -0.985 -4.048
C 2.274 -4.456 -1.123
C -0.973 4.164 -3.991
C 0.481 -2.987 -1.735
C -1.654 2.093 2.307
C -5.513 -2.039 -3.139
C -0.574 2.400 -2.474
C 2.287 -5.079 5.045
C -3.720 0.445 1.204
C 0.167 -2.356 -5.983
C -1.207 -0.841 2.593
C 2.182 -2.948 3.967
C -1.869 -1.913 1.739
C 2.344 -3.779 0.077
C -3.476 -0.689 0.242
C -4.029 -0.160 -3.409
C -2.956 -0.937 -2.977
C -1.652 3.272 -4.812
C 1.152 -3.239 6.105
C -1.787 1.943 -4.445
C 2.610 -4.275 3.971
C 1.506 -1.991 -5.975
C -0.702 -1.857 -5.020
C 1.259 -5.444 7.312
C 1.127 -0.613 -4.044
C 1.556 -4.579 6.128
C -1.265 1.479 -3.233
C -0.405 3.728 -2.801
C 1.987 -1.114 -5.005
C 1.432 -2.734 0.378
C -3.178 -2.272 -2.624
C -0.284 1.440 2.254
C -5.302 -0.713 -3.489
C 1.317 -4.070 -2.035
H -1.192 -2.758 1.628
H 3.078 -4.034 0.827
H 1.203 -4.557 -2.994
H 0.612 -2.832 6.951
H -0.866 5.201 -4.280
H 0.207 1.484 3.230
H -2.293 -2.211 -0.235
H 0.302 -5.189 7.763
H -0.209 -3.020 -6.750
H -3.515 -0.277 -0.764
H 1.507 0.086 -3.304
H -6.503 -2.468 -3.212
H 0.153 4.403 -2.166
H 3.027 -0.816 -5.012
H -1.934 -0.224 3.105
H -6.127 -0.105 -3.833
H -2.291 1.255 -5.111
H -2.357 -2.913 -2.311
H -4.607 -3.859 -2.449
H -3.895 0.878 -3.673
H -4.751 0.761 1.029
H 2.626 -6.107 5.063
H -2.260 1.809 3.166
H -1.512 3.169 2.406
H -0.610 -1.333 3.364
H 1.206 -1.370 5.053
H 2.176 -2.376 -6.732
H 3.223 -4.661 3.167
H -4.267 -1.441 0.300
H -2.794 -2.281 2.185
H 1.256 -6.499 7.048
H 2.030 -5.293 8.072
H -1.749 -2.134 -5.050
H 0.622 -0.327 1.985
H -3.667 0.198 2.261
H -0.207 -2.668 -2.494
H -2.070 3.613 -5.749
H 2.960 -5.267 -1.335
H 0.352 1.998 1.572
*
```

Properties
Lowest unoccupied orbital energy (alpha / beta)   -9.407 / -11.080 eV
Energy above the lowest of the compared OMol25 structures with the same formula, charge and spin   0.0 kJ/mol
E_HOMO (alpha / beta)   -16.0903 / -16.0813 eV
⟨S²⟩   3.79
Max |F|   1.39 eV/A
Kohn-Sham gap (alpha / beta)   6.683 / 5.001 eV

---

No. 5
DFT (ωB97M-V/def2-TZVPD) results for a structure of composition C36H39CoN5P2S3.

```
! RIJCOSX wB97M-V def2-TZVPD def2/J DEFGRID3
* xyz 0 2
Co -1.317 -0.933 -1.383
S -2.025 -2.081 0.901
S 2.265 -1.300 -2.567
S -4.955 1.858 -0.071
P -0.335 -0.992 1.220
P 1.850 -0.278 -0.887
N -1.130 0.307 -3.266
N -2.684 0.749 -0.691
N -4.514 -0.740 -0.688
N -2.701 -1.925 -2.775
N -0.390 -2.700 -1.810
C 1.390 -1.695 3.376
C 3.472 0.333 1.330
C 4.699 -2.145 1.394
C 5.056 -1.175 2.318
C -2.411 2.072 -0.315
C 1.811 3.530 -2.448
C 1.439 2.276 -1.982
C 0.268 -0.374 -0.235
C 3.690 1.842 -1.311
C 3.111 -0.634 0.393
C 3.739 -1.873 0.430
C -2.415 -3.372 -2.906
C 2.360 1.426 -1.381
C -2.426 1.616 3.637
C 4.443 0.069 2.284
C -3.951 0.510 -0.540
C -2.156 4.728 0.455
C -0.194 2.464 3.404
C -1.029 3.953 0.185
C -0.802 0.368 2.361
C 2.151 -2.601 4.105
C -1.144 2.627 -0.193
C -3.531 2.849 -0.005
C -1.355 -3.796 -1.901
C 1.591 -4.334 2.545
C 0.725 -2.099 2.225
C 3.131 3.941 -2.347
C -1.482 2.595 3.906
C -3.423 4.177 0.381
C 4.072 3.082 -1.796
C 0.834 -3.430 1.821
C 2.252 -3.920 3.694
C -2.790 -1.241 -4.078
C -2.086 0.504 2.876
C 0.134 1.366 2.626
C -2.424 0.222 -3.939
H 3.484 -2.612 -0.320
H -1.794 -3.938 -0.916
H 0.138 -2.575 -2.673
H 4.724 0.837 2.994
H 5.814 -1.386 3.062
H 2.842 -4.625 4.267
H -2.436 0.699 -4.925
H -2.041 5.761 0.757
H 0.438 1.917 -2.150
H -0.369 -0.092 -3.811
H -3.322 -3.970 -2.797
H 0.334 -2.868 -1.119
H -0.294 1.966 -0.285
H 1.064 4.194 -2.865
H 5.112 3.379 -1.744
H 3.428 4.916 -2.712
H -1.749 3.461 4.499
H 0.548 3.228 3.599
H 3.034 1.322 1.276
H -2.820 -0.264 2.669
H -2.038 -3.549 -3.915
H -2.067 -1.710 -4.751
H 2.664 -2.269 4.999
H -3.579 -1.785 -2.284
H -0.888 1.273 -3.092
H -3.436 1.717 4.018
H -3.930 -1.414 -0.176
H 5.179 -3.116 1.415
H -5.480 -0.781 -0.398
H -0.042 4.393 0.263
H 1.653 -5.365 2.222
H 1.303 -0.676 3.728
H 1.123 1.294 2.190
H -3.778 -1.356 -4.534
H -0.891 -4.735 -2.215
H -3.159 0.734 -3.314
H -4.301 4.759 0.623
H 0.280 -3.770 0.954
H 4.440 1.185 -0.892
*
```

Properties
Lowest unoccupied orbital energy (alpha / beta)   0.230 / 0.230 eV
Energy above the lowest of the compared OMol25 structures with the same formula, charge and spin   77.2 kJ/mol
E_HOMO (alpha / beta)   -6.5975 / -6.5394 eV
⟨S²⟩   0.80
Max |F|   0.39 eV/A
Kohn-Sham gap (alpha / beta)   6.827 / 6.770 eV